(1)
DFT (ωB97M-V with the def2-TZVPD basis set) results for a molecular structure, C12H8BF5N2O4SV.

XYZ file:
```
34
Properties=species:S:1:pos:R:3:forces:R:3
V 1.47191 0.10427 0.11122 0.0 0.0 0.3
O 4.24639 -0.99714 2.10988 0.0 -0.1 0.0
S 3.43166 0.17651 1.89942 0.0 0.1 -0.5
O 3.85752 1.34363 2.63271 -0.1 0.0 -0.1
O 1.95259 -0.13460 2.10258 -0.1 0.1 0.1
O 3.34511 0.48822 0.35886 0.2 -0.1 0.3
N -3.55309 -5.34282 0.37643 0.0 0.0 0.0
C -2.73991 -4.51287 0.32156 -0.2 -0.2 0.0
C -1.76306 -3.51440 0.26111 0.3 0.3 -0.1
C -1.61431 -2.65926 -0.87788 0.1 0.0 0.1
C -0.65832 -1.69124 -0.88701 -0.2 -0.1 -0.2
N 0.20186 -1.45854 0.15617 0.3 -0.2 0.0
C 0.09178 -2.30646 1.23955 -0.1 0.2 0.0
C -0.84191 -3.28857 1.32963 0.0 -0.1 -0.1
H -2.26310 -2.76897 -1.73593 0.0 0.0 0.0
H -0.55391 -1.03214 -1.73884 0.0 0.0 0.0
H 0.79751 -2.12072 2.03731 0.0 0.0 0.0
H -0.87140 -3.90639 2.21763 0.0 0.0 0.0
F 2.00016 -0.49150 -4.19039 0.0 0.0 0.0
B 1.30678 0.38347 -3.36959 0.0 -0.1 0.0
F 1.67098 1.70062 -3.59165 0.0 0.1 0.0
F -0.07189 0.20980 -3.49348 0.0 0.0 0.0
F 1.65945 0.05013 -1.97547 0.0 0.0 0.0
F -2.72011 4.65972 0.73117 0.0 0.0 0.0
C -1.77632 3.68275 0.56504 0.1 -0.1 0.0
C -1.17338 3.54072 -0.66576 0.0 0.0 0.0
C -0.21817 2.54029 -0.82566 0.0 0.0 -0.1
C 0.14273 1.68539 0.21951 0.0 0.1 0.2
C -0.49965 1.88555 1.44863 0.0 0.0 0.0
C -1.46070 2.87277 1.63603 0.0 0.1 0.0
H -1.45082 4.19519 -1.48300 0.0 0.0 0.0
H 0.24328 2.43295 -1.80077 0.0 0.0 0.0
H -0.23560 1.25552 2.29163 0.0 0.0 0.0
H -1.95407 3.01813 2.58935 0.0 0.0 0.0
```
Forces are in eV/Å.

Values from the calculation:
<S²> = 3.780
Spin multiplicity = 4
Total charge = -2
Lowest unoccupied orbital energy (alpha / beta) = 4.96 / 4.95 eV
Gap between HOMO and LUMO (alpha / beta) = 5.56 / 8.90 eV
HOMO level (alpha / beta) = -0.60 / -3.95 eV

(2)
DFT (ωB97M-V with the def2-TZVPD basis set) results for a molecular structure, C12H8Cl3N3Se2Sn.

XYZ file:
```
29
Properties=species:S:1:pos:R:3:forces:R:3
Sn 0.00327 0.15282 -0.85725 0.0 -0.3 -0.1
Se 2.27376 -0.53035 2.04614 0.0 0.0 0.1
Se 2.04688 -1.85417 0.12932 0.0 -0.2 0.0
C 3.00686 -0.63194 -0.99936 0.0 0.0 -0.2
C 4.31230 -0.78854 -1.40226 0.0 0.0 0.0
C 4.84237 0.18489 -2.25047 0.0 0.0 0.0
C 4.05359 1.24835 -2.66416 0.0 -0.1 0.0
C 2.74291 1.31673 -2.22248 0.2 -0.1 0.1
N 2.24667 0.38916 -1.39623 0.0 0.5 -0.1
C 0.40682 -0.28408 2.39477 -0.1 -0.1 0.0
C -0.02440 -0.35716 3.70384 0.0 0.0 0.0
C -1.37252 -0.15495 3.98034 0.0 0.0 0.0
C -2.25188 0.07805 2.93494 0.0 0.0 0.0
C -1.75061 0.11947 1.65048 0.0 0.1 0.0
N -0.44028 -0.04062 1.38138 0.0 0.1 0.2
H 4.90038 -1.63188 -1.06847 0.0 0.0 0.0
H 5.86750 0.10437 -2.58751 0.0 0.0 0.0
H 4.43761 2.00870 -3.32902 0.0 0.0 0.0
H 2.07859 2.11370 -2.53527 0.0 0.0 0.0
H 0.67881 -0.58809 4.49221 0.0 0.0 0.0
H -1.72876 -0.20575 5.00077 0.0 0.0 0.0
H -3.30962 0.22155 3.10132 0.0 0.0 0.0
H -2.40728 0.29358 0.80392 0.1 0.0 0.0
Cl -5.99686 -1.90400 -1.65454 0.0 0.0 0.0
C -5.52113 -0.21244 -1.73405 0.4 0.0 0.0
Cl -6.04409 0.53842 -3.23042 -0.1 0.0 0.0
Cl -6.11793 0.67921 -0.32772 0.0 0.0 0.0
C -4.03939 -0.15531 -1.68997 -0.3 0.0 -0.1
N -2.89355 -0.10972 -1.67027 0.0 0.0 0.2
```
Forces are in eV/Å.

Values from the calculation:
Spin multiplicity = 1
Total charge = +2
Lowest unoccupied orbital energy = -8.09 eV
Gap between HOMO and LUMO = 7.46 eV
HOMO level = -15.55 eV

(3)
DFT (ωB97M-V with the def2-TZVPD basis set) results for a molecular structure, C12H8Cl5F3IrN2Se.

XYZ file:
```
32
Properties=species:S:1:pos:R:3:forces:R:3
Ir 0.68247 -0.64545 -1.19685 0.2 0.4 -0.9
Cl -1.33336 -1.67818 -2.55398 0.1 0.0 0.0
C -0.36400 -3.03088 -1.99320 -0.1 0.2 0.0
C 0.68598 -2.63413 -1.16344 -0.4 0.0 0.5
C 1.42349 -3.66218 -0.55601 -0.1 0.0 0.1
Cl 2.62473 -3.31584 0.60475 0.0 0.0 0.0
C 1.15023 -4.99852 -0.87049 0.1 0.1 0.0
Cl 2.07187 -6.25265 -0.16158 0.0 0.0 0.0
C 0.11378 -5.32963 -1.75211 -0.1 0.0 0.0
Cl -0.21461 -6.95863 -2.12482 0.0 0.0 0.0
C -0.68580 -4.32694 -2.31798 0.1 0.0 0.0
Cl -1.99783 -4.68382 -3.34976 0.0 0.0 0.0
F 2.73013 1.17367 -0.70223 -0.1 0.0 0.0
C 2.44784 -0.13141 -0.41769 -0.2 0.2 0.1
F 2.55631 -0.25807 0.92141 0.3 0.0 0.0
F 3.45122 -0.82738 -0.97797 -0.1 -0.2 0.0
C -3.14490 3.10797 -0.02336 0.0 0.0 0.0
N -1.93964 3.17108 0.80391 0.0 0.0 -0.1
C -1.78989 3.98679 1.89438 0.0 0.0 0.0
C -0.55292 3.75893 2.38896 0.0 0.0 0.0
N 0.04055 2.81439 1.58973 0.0 -0.1 -0.1
C 1.39255 2.30801 1.80220 0.0 -0.1 0.1
C -0.81134 2.45720 0.61680 -0.1 0.0 0.4
Se -0.75995 1.25507 -0.84292 0.3 -0.6 0.0
H -3.87065 3.79641 0.39821 0.0 0.0 0.0
H -3.54538 2.09744 -0.01307 0.0 0.0 0.0
H -2.91184 3.40083 -1.04383 0.0 0.0 0.0
H -2.57005 4.64892 2.22308 0.0 0.0 0.0
H -0.04542 4.18619 3.23456 0.0 0.0 0.0
H 1.79698 2.80552 2.67819 0.0 0.0 0.0
H 2.00366 2.53011 0.93689 0.1 0.0 0.0
H 1.36579 1.23521 1.96821 0.0 0.1 0.0
```
Forces are in eV/Å.

Values from the calculation:
Spin multiplicity = 1
Total charge = +1
Lowest unoccupied orbital energy (alpha / beta) = -5.77 / -6.01 eV
Gap between HOMO and LUMO (alpha / beta) = 6.22 / 5.97 eV
HOMO level (alpha / beta) = -11.99 / -11.98 eV